[1]
DFT (wB97M-V/def2-TZVPD) results for C33H25ClN12O4TaTe as an isolated structure at a distorted geometry.

Summary:
* LUMO energy (spin up / spin down): -0.1286 / -0.1286 Ha
* charge: +1
* ΔE to the lowest compared entry with this formula, charge and spin: 100.77 kJ/mol
* orbital gap (spin up / spin down): 6.7 / 6.7 eV
* E: -82062.50499 eV
* strongest force on any atom: 1.83 eV/Å

Positions of all 77 atoms, in Å:
Ta: -0.116 0.185 0.519
Cl: -1.322 -4.704 6.155
C: -1.235 -3.523 4.893
C: -1.830 -2.279 5.073
C: -1.759 -1.323 4.074
C: -1.072 -1.622 2.912
O: -0.917 -0.705 1.943
C: -0.508 -2.876 2.699
C: 0.045 -3.245 1.410
N: 0.201 -2.459 0.414
C: 0.574 -3.034 -0.811
C: 1.414 -4.097 -0.991
C: 1.606 -4.639 -2.282
C: 0.948 -4.121 -3.360
C: 0.127 -2.975 -3.204
C: -0.534 -2.342 -4.280
C: -1.256 -1.211 -4.044
C: -1.302 -0.694 -2.734
N: -0.714 -1.254 -1.702
C: -0.023 -2.408 -1.925
C: -0.602 -3.836 3.707
H: -2.360 -2.067 5.991
H: -2.228 -0.358 4.192
H: 0.251 -4.311 1.290
H: 1.932 -4.530 -0.144
H: 2.267 -5.487 -2.404
H: 1.051 -4.564 -4.342
H: -0.454 -2.760 -5.276
H: -1.777 -0.694 -4.837
H: -1.860 0.210 -2.548
H: -0.182 -4.823 3.559
N: 3.481 0.084 -3.191
C: 2.327 -0.345 -2.678
N: 1.845 0.548 -1.837
C: 2.783 1.548 -1.892
N: 3.789 1.293 -2.702
C: 2.770 2.828 -1.146
C: 3.794 3.753 -1.373
N: 3.879 4.886 -0.694
C: 2.934 5.102 0.217
C: 1.897 4.208 0.413
N: 1.804 3.069 -0.269
H: 4.100 -0.374 -3.839
H: 1.890 -1.294 -2.935
H: 4.555 3.556 -2.117
H: 3.006 6.013 0.800
H: 1.128 4.410 1.149
Te: 2.182 0.089 1.557
O: -2.215 1.335 8.070
C: -1.670 2.603 7.873
N: -1.683 3.009 6.466
C: -1.132 2.213 5.534
O: -0.597 1.150 5.818
C: -1.182 2.662 4.096
C: -1.714 3.859 3.642
C: -1.688 4.134 2.288
C: -1.165 3.191 1.426
N: -0.659 2.028 1.847
C: -0.644 1.788 3.166
H: -1.633 0.714 7.609
H: -0.641 2.660 8.236
H: -2.287 3.311 8.420
H: -2.184 3.839 6.206
H: -2.142 4.590 4.316
H: -2.064 5.068 1.896
H: -1.138 3.376 0.367
H: -0.179 0.879 3.511
N: -1.303 2.847 -2.559
C: -1.655 2.171 -1.457
O: -0.703 1.486 -0.899
C: -2.956 2.177 -0.968
C: -3.928 3.010 -1.583
N: -4.653 3.738 -2.103
C: -3.262 1.359 0.147
N: -3.421 0.671 1.060
H: -0.333 2.873 -2.824
H: -1.972 3.423 -3.045



[2]
DFT (wB97M-V/def2-TZVPD) results for C33H25N5O3S5SbW as an isolated structure at a distorted geometry.

Summary:
* LUMO energy (spin up / spin down): 0.0387 / 0.0395 Ha
* charge: -1
* orbital gap (spin up / spin down): 5.2 / 5.2 eV
* E: -110764.93193 eV
* strongest force on any atom: 1.33 eV/Å

Positions of all 73 atoms, in Å:
W: -0.176 -0.199 -0.263
N: 1.611 2.752 -10.115
C: 1.390 2.475 -9.021
C: 1.115 2.128 -7.655
C: 1.064 3.126 -6.684
C: 0.806 2.784 -5.368
C: 0.597 1.455 -5.013
C: 0.639 0.465 -5.993
C: 0.899 0.795 -7.311
C: 0.338 1.075 -3.595
C: 1.457 1.168 -2.731
C: 2.714 1.735 -3.022
C: 3.455 1.694 -1.848
C: 2.652 1.046 -0.905
N: 1.458 0.734 -1.425
C: -0.938 0.680 -3.279
C: -2.054 0.633 -4.186
C: -3.139 0.230 -3.475
C: -2.692 0.025 -2.135
N: -1.409 0.305 -2.003
H: 1.223 4.158 -6.963
H: 0.768 3.550 -4.604
H: 0.457 -0.563 -5.711
H: 0.933 0.027 -8.072
H: 3.035 2.118 -3.976
H: 4.467 2.034 -1.700
H: 2.892 0.768 0.111
H: -2.009 0.887 -5.233
H: -4.150 0.078 -3.816
H: -3.294 -0.316 -1.304
S: -2.732 -1.725 3.773
Sb: -3.052 -1.390 1.549
S: -2.179 0.756 0.929
S: -1.312 -2.359 0.271
S: -5.060 -1.648 0.521
C: 0.090 4.319 -0.314
C: 0.591 4.644 0.938
C: 0.819 3.637 1.855
C: 0.543 2.322 1.492
N: 0.090 2.020 0.267
C: -0.149 2.993 -0.612
C: 0.733 1.171 2.392
C: 1.050 1.302 3.732
C: 1.193 0.158 4.505
C: 1.018 -1.075 3.912
C: 0.695 -1.140 2.566
N: 0.554 -0.038 1.819
H: -0.121 5.077 -1.055
H: 0.797 5.673 1.201
H: 1.205 3.869 2.835
H: -0.553 2.685 -1.566
H: 1.157 2.277 4.182
H: 1.414 0.243 5.560
H: 1.076 -1.996 4.472
H: 0.498 -2.078 2.066
C: 6.430 -0.952 -4.716
C: 5.217 -1.244 -3.879
C: 3.959 -1.349 -4.464
C: 2.840 -1.644 -3.702
C: 2.975 -1.827 -2.337
C: 4.215 -1.716 -1.730
C: 5.328 -1.429 -2.505
S: 1.568 -2.304 -1.380
O: 1.566 -3.732 -1.365
O: 0.389 -1.645 -2.000
O: 1.689 -1.627 -0.063
H: 6.159 -0.442 -5.641
H: 6.947 -1.874 -4.988
H: 7.141 -0.324 -4.178
H: 3.851 -1.189 -5.531
H: 1.862 -1.718 -4.158
H: 4.302 -1.840 -0.659
H: 6.298 -1.333 -2.030



[3]
DFT (wB97M-V/def2-TZVPD) results for C33H25N6OReSe2 as an isolated structure.

Summary:
* LUMO energy (spin up / spin down): -0.1557 / -0.1513 Ha
* charge: +1
* multiplicity: 2
* ΔE to the lowest compared entry with this formula, charge and spin: 14.19 kJ/mol
* orbital gap (spin up / spin down): 6.2 / 6.0 eV
* E: -178434.72882 eV
* strongest force on any atom: 0.96 eV/Å

Positions of all 68 atoms, in Å:
Re: 0.254 0.043 -0.883
C: -2.520 2.830 1.121
C: -2.831 2.156 2.302
C: -2.281 0.922 2.543
C: -1.421 0.345 1.599
N: -1.144 1.007 0.455
C: -1.670 2.220 0.230
C: -0.723 -0.927 1.749
C: -0.993 -1.816 2.795
C: -0.318 -3.016 2.863
C: 0.623 -3.324 1.884
C: 0.882 -2.450 0.843
C: 0.221 -1.215 0.742
H: -2.917 3.808 0.903
H: -3.490 2.609 3.029
H: -2.487 0.400 3.465
H: -1.375 2.698 -0.695
H: -1.734 -1.585 3.549
H: -0.524 -3.709 3.667
H: 1.157 -4.263 1.936
H: 1.614 -2.728 0.099
Se: -4.829 0.627 -6.772
N: -3.445 1.633 -6.231
C: -2.944 1.072 -5.160
C: -1.793 1.606 -4.435
C: -1.121 2.760 -4.837
C: -0.046 3.194 -4.092
C: 0.347 2.459 -2.978
N: -0.274 1.348 -2.593
C: -1.346 0.933 -3.299
C: -2.041 -0.265 -2.810
N: -1.581 -0.820 -1.667
C: -2.148 -1.937 -1.220
C: -3.204 -2.553 -1.885
C: -3.695 -1.986 -3.039
C: -3.112 -0.810 -3.514
C: -3.584 -0.126 -4.715
N: -4.601 -0.537 -5.426
H: -1.457 3.288 -5.716
H: 0.501 4.084 -4.359
H: 1.204 2.756 -2.387
H: -1.736 -2.345 -0.306
H: -3.617 -3.465 -1.485
H: -4.513 -2.431 -3.586
C: 4.095 -0.927 5.251
C: 3.622 -0.358 3.950
C: 3.045 0.902 3.887
C: 2.581 1.434 2.688
C: 1.949 2.791 2.694
C: 2.699 0.668 1.529
Se: 1.953 1.427 -0.077
C: 3.315 -0.590 1.549
C: 3.612 -1.388 0.316
C: 3.759 -1.078 2.770
H: 3.896 -0.245 6.073
H: 5.165 -1.120 5.223
H: 3.599 -1.872 5.469
H: 2.951 1.488 4.792
H: 2.114 3.270 3.657
H: 0.869 2.733 2.527
H: 2.357 3.443 1.919
H: 2.891 -1.231 -0.480
H: 3.647 -2.450 0.551
H: 4.591 -1.109 -0.079
H: 4.237 -2.049 2.793
O: 1.358 -2.929 -3.697
C: 1.250 -2.086 -2.903
N: 1.157 -1.215 -2.087